No. 1
Formula: C14H36Cl3N6O9P3TeW
Source: OMol25
Level of theory: wB97M-V/def2-TZVPD

Summary:
Molar mass   943.20 g mol⁻¹
Total charge   +2
Frontier orbital gap (spin up / spin down)   7.32 / 6.85 eV
2S+1   3
DFT total energy   -4300.26940 hartree
Maximum force   2.7 eV/A

Each line ends with the Mulliken spin population.
Atoms and positions in Å:
W (0.013, 0.369, 0.495)  0.728
N (-1.135, -0.890, 1.898)  0.082
C (-2.196, -0.126, 2.610)  -0.010
C (-2.861, 0.899, 1.715)  0.015
N (-1.880, 1.853, 1.087)  0.025
C (-1.674, 2.921, 2.093)  0.014
C (-0.748, 4.077, 1.783)  0.004
N (0.714, 3.746, 1.822)  0.009
C (-2.427, 2.415, -0.184)  0.011
C (-1.314, 2.718, -1.174)  0.011
N (-0.500, 1.496, -1.363)  0.019
H (-1.568, -1.657, 1.381)  -0.006
H (-0.499, -1.304, 2.574)  0.011
H (-1.743, 0.346, 3.471)  -0.003
H (-2.952, -0.820, 2.978)  -0.002
H (-3.610, 1.458, 2.281)  0.002
H (-3.391, 0.397, 0.918)  -0.002
H (-1.367, 2.461, 3.033)  -0.015
H (-2.649, 3.386, 2.287)  -0.003
H (-0.901, 4.812, 2.577)  0.000
H (-0.942, 4.586, 0.839)  0.000
H (0.944, 3.353, 2.733)  -0.001
H (1.229, 4.623, 1.751)  -0.001
H (-3.059, 3.286, 0.000)  0.001
H (-3.066, 1.651, -0.619)  -0.001
H (-0.642, 3.488, -0.807)  -0.002
H (-1.699, 3.076, -2.128)  0.002
H (0.320, 1.706, -1.926)  -0.003
H (-1.017, 0.770, -1.848)  0.005
N (-2.302, -2.285, -3.456)  0.000
C (-1.837, -2.593, -2.052)  0.000
C (-2.099, -4.051, -1.712)  0.000
P (-2.688, -1.480, -0.813)  0.002
O (-3.873, -0.871, -1.728)  0.000
O (-3.175, -2.261, 0.335)  0.000
O (-1.833, -0.248, -0.465)  -0.029
P (-0.110, -1.989, -1.934)  0.008
O (0.890, -3.070, -2.518)  0.000
O (-0.162, -0.811, -2.860)  0.002
O (0.041, -1.848, -0.439)  -0.009
H (-2.086, -3.061, -4.082)  0.000
H (-1.746, -1.458, -3.753)  0.000
H (-3.302, -2.084, -3.497)  0.000
H (-3.158, -4.303, -1.773)  0.000
H (-1.776, -4.251, -0.693)  0.000
H (-1.530, -4.695, -2.387)  0.000
H (-4.750, -1.030, -1.344)  0.000
H (1.548, -3.377, -1.873)  0.000
C (5.161, -2.398, 1.201)  0.003
C (4.200, -3.037, 0.228)  -0.001
O (3.226, -2.135, -0.367)  0.001
P (3.042, -0.583, -0.001)  0.006
O (1.631, -0.602, 0.902)  0.067
Te (1.651, 2.548, 0.337)  0.044
O (2.235, -0.117, -1.362)  -0.018
C (3.021, 0.062, -2.573)  -0.002
C (2.498, 1.242, -3.354)  -0.001
H (5.826, -3.174, 1.580)  0.000
H (4.646, -1.964, 2.059)  -0.001
H (5.777, -1.630, 0.734)  0.000
H (3.618, -3.820, 0.716)  0.000
H (4.732, -3.481, -0.613)  0.000
H (2.942, -0.860, -3.148)  0.002
H (4.069, 0.204, -2.293)  0.001
H (1.446, 1.086, -3.599)  0.000
H (3.040, 1.344, -4.293)  0.000
H (2.631, 2.177, -2.803)  0.001
Cl (-0.178, 1.642, 4.913)  0.007
C (2.182, 0.766, 3.993)  0.508
Cl (2.512, 0.474, 5.627)  0.101
Cl (3.523, 0.865, 2.983)  0.094
C (0.847, 1.030, 3.510)  0.003
N (0.293, 1.031, 2.392)  0.320

No. 2
Formula: C46H52N5O
Source: OMol25
Level of theory: wB97M-V/def2-TZVPD

Summary:
Molar mass   690.96 g mol⁻¹
Total charge   +1
Frontier orbital gap   4.12 eV
DFT total energy   -2132.81457 hartree
Maximum force   2.7 eV/A

Each line ends with the Löwdin charge.
Atoms and positions in Å:
C (-8.172, -1.295, 3.240)  -0.050
C (-6.956, -1.708, 2.465)  -0.272
C (-7.098, -2.287, 1.208)  -0.018
C (-5.998, -2.798, 0.510)  -0.197
C (-6.385, -3.433, -0.788)  -0.067
C (-4.691, -2.720, 1.073)  -0.087
N (-3.615, -3.464, 0.457)  0.047
C (-2.266, -3.129, 0.312)  -0.250
C (-1.515, -1.995, 0.544)  -0.032
N (-1.668, -4.245, -0.302)  0.006
C (-0.247, -4.490, -0.405)  -0.137
C (0.407, -5.143, 0.658)  -0.192
C (-0.345, -5.742, 1.796)  -0.028
C (1.811, -5.172, 0.686)  0.004
C (2.535, -4.636, -0.382)  -0.278
C (3.990, -4.337, -0.224)  -0.053
C (1.867, -4.353, -1.573)  -0.009
C (0.470, -4.276, -1.604)  -0.194
C (-0.204, -3.975, -2.900)  -0.027
C (-2.623, -5.229, -0.485)  -0.054
C (-3.784, -4.772, 0.023)  -0.057
C (-4.570, -2.176, 2.372)  -0.190
C (-3.333, -2.329, 3.190)  -0.046
C (-5.672, -1.553, 2.980)  -0.005
H (-7.896, -0.670, 4.096)  0.077
H (-8.867, -0.720, 2.613)  0.084
H (-8.704, -2.187, 3.604)  0.092
H (-8.092, -2.299, 0.752)  0.127
H (-5.597, -3.529, -1.539)  0.069
H (-6.857, -4.420, -0.612)  0.097
H (-7.178, -2.802, -1.226)  0.085
H (-0.450, -2.194, 0.651)  0.063
H (-2.016, -1.088, 0.869)  0.062
H (0.323, -6.420, 2.337)  0.084
H (-0.678, -4.990, 2.523)  0.090
H (-1.215, -6.323, 1.465)  0.079
H (2.346, -5.561, 1.557)  0.128
H (4.381, -3.884, -1.142)  0.076
H (4.131, -3.627, 0.604)  0.088
H (4.563, -5.243, 0.006)  0.088
H (2.448, -4.174, -2.483)  0.120
H (0.570, -3.868, -3.670)  0.083
H (-0.879, -4.777, -3.231)  0.094
H (-0.773, -3.044, -2.856)  0.052
H (-2.353, -6.174, -0.908)  0.128
H (-4.743, -5.263, 0.117)  0.124
H (-3.510, -1.916, 4.193)  0.083
H (-3.045, -3.377, 3.343)  0.094
H (-2.493, -1.803, 2.736)  0.047
H (-5.551, -0.978, 3.902)  0.119
C (2.613, 6.396, -2.091)  0.002
N (2.678, 5.063, -1.525)  -0.044
C (3.844, 4.568, -1.025)  -0.361
O (4.897, 5.196, -0.945)  0.104
C (3.579, 3.108, -0.621)  -0.144
C (4.129, 2.750, 0.777)  -0.078
C (5.570, 3.114, 0.968)  -0.197
C (6.663, 2.561, 0.331)  -0.042
N (7.806, 3.267, 0.675)  0.084
C (7.480, 4.270, 1.585)  -0.192
C (8.261, 5.265, 2.170)  -0.015
C (7.607, 6.210, 2.976)  -0.086
C (6.212, 6.182, 3.142)  -0.090
C (5.434, 5.181, 2.548)  -0.032
C (6.067, 4.200, 1.788)  -0.144
N (2.125, 3.009, -0.745)  0.054
C (1.442, 1.877, -0.446)  0.043
C (0.128, 1.633, -0.855)  -0.057
C (-0.651, 0.464, -0.744)  0.063
C (-1.922, 0.409, -1.456)  -0.214
C (-2.276, -0.775, -2.134)  -0.037
C (-3.467, -0.915, -2.819)  -0.046
C (-4.256, 0.230, -3.035)  -0.041
C (-3.864, 1.470, -2.487)  -0.058
C (-2.765, 1.547, -1.631)  -0.015
C (1.544, 4.151, -1.495)  -0.448
C (0.364, 4.802, -0.743)  0.013
C (1.155, 3.805, -2.948)  0.016
H (3.594, 6.877, -2.045)  0.103
H (2.301, 6.361, -3.143)  0.098
H (1.892, 7.004, -1.530)  0.097
H (4.092, 2.467, -1.374)  0.180
H (3.539, 3.270, 1.554)  0.130
H (4.021, 1.650, 0.884)  0.120
H (6.653, 1.729, -0.377)  0.128
H (8.736, 3.085, 0.314)  0.157
H (9.342, 5.284, 2.010)  0.111
H (8.180, 6.992, 3.472)  0.102
H (5.723, 6.953, 3.743)  0.101
H (4.347, 5.143, 2.634)  0.104
H (1.981, 1.119, 0.127)  0.151
H (-0.350, 2.441, -1.413)  0.065
H (-0.246, -0.444, -0.310)  0.085
H (-1.543, -1.581, -2.068)  0.082
H (-3.773, -1.905, -3.169)  0.116
H (-5.160, 0.148, -3.624)  0.108
H (-4.441, 2.366, -2.718)  0.110
H (-2.511, 2.473, -1.115)  0.111
H (0.715, 5.228, 0.209)  0.107
H (-0.058, 5.611, -1.355)  0.096
H (-0.429, 4.081, -0.528)  0.067
H (2.057, 3.740, -3.571)  0.105
H (0.619, 2.856, -3.019)  0.077
H (0.515, 4.601, -3.354)  0.098